Entry 1:
The following is a quantum chemistry calculation of a cluster of 14 separate species, C17H62N18O14 in total in a non-equilibrium geometry, from the OMol25 dataset.

Geometry as XYZ:
```
111
Properties=species:S:1:pos:R:3:lowdin_charge:R:1
C 1.88 -4.53 -0.30 -0.067
C 1.65 -5.26 -1.62 -0.267
O 0.78 -4.46 -2.38 -0.114
H 2.28 -5.28 0.40 0.099
H 1.12 -4.15 0.23 -0.007
H 2.60 -3.66 -0.40 0.095
H 1.38 -6.38 -1.49 0.147
H 2.61 -5.26 -2.10 0.102
H 0.49 -4.89 -3.20 0.122
C 2.75 2.88 2.54 -0.086
C 3.60 3.54 1.31 -0.314
O 4.56 4.40 1.81 -0.079
H 3.41 2.29 3.18 0.058
H 1.93 2.24 2.17 0.019
H 2.28 3.69 3.14 0.078
H 2.92 4.11 0.51 0.131
H 4.02 2.62 0.85 0.093
H 5.48 4.10 1.67 0.107
C -3.39 0.82 -2.10 -0.077
C -4.28 1.99 -2.65 -0.318
O -4.57 1.64 -3.95 -0.090
H -3.25 0.86 -1.04 0.025
H -2.54 0.57 -2.80 0.081
H -4.00 -0.09 -2.17 0.048
H -3.78 2.99 -2.63 0.105
H -5.25 2.02 -2.18 0.107
H -5.26 2.18 -4.33 0.087
C 4.88 -0.13 -1.36 -0.701
O 5.94 -0.49 -0.72 -0.033
N 4.85 0.42 -2.50 0.165
N 3.66 -0.58 -0.98 0.154
H 5.68 1.00 -2.80 0.163
H 3.97 0.84 -2.79 0.064
H 3.69 -0.90 -0.01 0.020
H 2.75 -0.24 -1.37 0.075
C 0.07 -0.14 0.48 -0.522
O 1.08 0.82 0.16 -0.121
N 0.41 -1.36 0.79 0.122
N -1.22 0.04 0.64 0.171
H 1.41 -1.52 0.85 0.094
H -0.09 -2.12 1.44 0.113
H -1.60 1.00 0.77 0.107
H -1.74 -0.73 0.26 0.049
C -0.75 0.10 3.94 -0.693
O -1.18 0.63 5.10 -0.058
N -1.45 -0.55 3.11 0.120
N 0.45 0.22 3.48 0.144
H -2.42 -0.81 3.31 0.160
H -1.25 -0.37 2.09 0.035
H 1.19 0.69 4.08 0.180
H 0.68 0.08 2.50 0.085
C 0.58 -3.44 3.24 -0.654
O 1.12 -4.64 3.24 -0.054
N 1.26 -2.41 3.68 0.180
N -0.52 -3.11 2.63 0.125
H 2.08 -2.51 4.23 0.110
H 0.92 -1.38 3.63 0.078
H -1.05 -3.91 2.28 0.150
H -1.21 -2.39 2.90 0.104
C -0.65 4.05 -0.43 -0.723
O -0.93 5.35 -0.25 -0.090
N 0.04 3.38 0.45 0.123
N -1.15 3.36 -1.38 0.196
H 0.44 4.05 1.09 0.116
H 0.54 2.48 0.24 0.075
H -1.83 3.85 -1.99 0.136
H -0.98 2.35 -1.56 0.076
C 0.85 0.09 -2.84 -0.613
O -0.13 0.96 -2.43 -0.116
N 0.82 -1.21 -2.86 0.158
N 2.00 0.44 -3.29 0.122
H 0.02 -1.71 -2.38 0.057
H 1.75 -1.71 -2.90 0.136
H 2.12 1.43 -3.45 0.065
H 2.74 -0.27 -3.61 0.163
C -6.00 -0.98 0.58 -0.647
O -7.05 -0.35 1.15 -0.114
N -5.88 -2.12 -0.06 0.133
N -4.78 -0.47 0.75 0.106
H -6.76 -2.59 -0.30 0.119
H -5.08 -2.38 -0.68 0.101
H -4.64 0.46 1.35 0.098
H -4.09 -1.16 0.36 0.043
C -2.02 -2.56 -1.25 -0.556
O -2.69 -1.93 -0.25 -0.130
N -0.69 -2.56 -1.23 0.120
N -2.63 -3.01 -2.27 0.218
H -0.10 -2.12 -0.46 0.064
H -0.29 -3.38 -1.73 0.075
H -3.63 -2.89 -2.39 0.136
H -2.05 -3.21 -3.12 0.159
C -3.43 2.66 1.16 -0.672
O -3.70 3.58 0.19 -0.051
N -4.33 2.06 1.80 0.137
N -2.26 2.50 1.65 0.179
H -5.26 2.29 1.48 0.148
H -4.25 1.74 2.79 0.175
H -1.49 3.03 1.22 0.080
H -2.08 1.72 2.24 0.087
C 3.98 -0.69 1.89 -0.141
O 3.30 -1.80 1.34 -0.151
H 4.98 -0.93 1.93 0.054
H 3.73 -0.48 3.02 0.116
H 3.89 0.33 1.42 0.091
H 3.33 -2.51 1.94 0.079
C 2.40 3.27 -2.30 -0.155
O 3.01 2.91 -3.48 -0.082
H 3.14 3.32 -1.51 0.075
H 1.70 2.58 -1.99 0.025
H 1.88 4.20 -2.36 0.107
H 2.55 3.49 -4.02 0.075
```

LUMO energy (Ha): -0.02576
HOMO-LUMO gap (Ha): 0.28876
E_HOMO (eV): -8.56
Maximum force (eV/A): 10.58

***

Entry 2:
The following is a quantum chemistry calculation of a cluster of 15 separate species, C17H67ClN3O14P in total, from the OMol25 dataset.

Geometry as XYZ:
```
103
Properties=species:S:1:pos:R:3:lowdin_charge:R:1
C 5.78 -3.06 -2.48 -0.380
P 4.28 -2.85 -1.45 0.569
Cl 4.04 -0.80 -1.73 0.143
C 3.07 -3.64 -2.62 -0.380
C 1.61 -3.20 -2.60 -0.744
N 0.90 -4.20 -3.44 0.070
N 1.46 -1.83 -3.08 0.048
N 1.07 -3.27 -1.24 0.089
H 6.17 -4.07 -2.36 0.017
H 5.57 -2.89 -3.54 0.034
H 6.54 -2.34 -2.17 0.028
H 3.07 -4.68 -2.28 0.086
H 3.46 -3.62 -3.64 0.078
H 1.45 -4.43 -4.26 0.037
H 0.02 -3.81 -3.77 0.073
H 2.02 -1.67 -3.90 0.071
H 0.48 -1.64 -3.29 0.077
H 0.41 -2.50 -1.12 0.041
H 0.53 -4.12 -1.18 0.074
C -0.16 -0.30 0.84 -0.116
O -0.26 -0.08 -0.57 -0.156
H -1.15 -0.23 1.27 0.077
H 0.25 -1.30 1.05 0.081
H 0.47 0.46 1.31 0.056
H 0.63 -0.13 -0.93 0.053
C 8.63 -5.52 -1.06 -0.160
O 8.50 -5.18 -2.44 -0.135
H 7.65 -5.37 -0.61 0.072
H 8.93 -6.56 -0.93 0.076
H 9.35 -4.87 -0.56 0.077
H 9.35 -5.30 -2.87 0.074
C 1.61 3.18 -0.02 -0.123
O 2.55 2.59 0.87 -0.132
H 1.18 4.05 0.48 0.086
H 2.08 3.52 -0.95 0.064
H 0.80 2.48 -0.26 0.074
H 2.93 1.82 0.45 0.076
C -3.57 -1.56 -1.43 -0.145
O -3.49 -0.28 -0.82 -0.129
H -4.61 -1.88 -1.36 0.086
H -3.28 -1.54 -2.49 0.079
H -2.94 -2.29 -0.92 0.073
H -2.57 0.00 -0.85 0.045
C -3.68 2.38 -2.98 -0.147
O -2.63 1.51 -3.37 -0.129
H -3.65 3.24 -3.64 0.078
H -4.66 1.91 -3.07 0.058
H -3.55 2.72 -1.95 0.077
H -2.67 0.75 -2.78 0.027
C 4.58 5.17 2.67 -0.146
O 4.71 3.78 2.95 -0.133
H 4.96 5.72 3.53 0.081
H 5.14 5.46 1.78 0.058
H 3.53 5.44 2.52 0.079
H 4.35 3.30 2.20 0.049
C -3.99 -2.08 2.88 -0.153
O -3.33 -2.66 1.76 -0.135
H -4.02 -2.84 3.66 0.077
H -3.47 -1.20 3.25 0.062
H -5.02 -1.79 2.63 0.076
H -3.31 -1.99 1.07 0.022
C -1.02 3.18 3.06 -0.152
O 0.09 2.32 2.85 -0.136
H -1.86 2.56 3.37 0.069
H -0.81 3.91 3.86 0.070
H -1.30 3.72 2.16 0.075
H 0.84 2.87 2.61 0.035
C -5.37 1.54 4.68 -0.153
O -4.71 0.97 3.55 -0.138
H -5.39 0.78 5.46 0.078
H -4.83 2.41 5.06 0.077
H -6.40 1.82 4.45 0.062
H -4.69 1.63 2.86 0.074
C 1.99 3.67 5.95 -0.147
O 1.84 3.90 4.55 -0.134
H 1.01 3.82 6.40 0.076
H 2.32 2.65 6.16 0.081
H 2.69 4.38 6.40 0.075
H 2.70 3.77 4.13 0.049
C 5.15 4.19 -1.34 -0.147
O 5.27 5.48 -0.75 -0.125
H 4.10 3.93 -1.30 0.049
H 5.47 4.19 -2.38 0.079
H 5.72 3.44 -0.79 0.082
H 6.20 5.73 -0.78 0.077
C 1.39 -6.90 -5.98 -0.154
O 1.52 -5.53 -6.31 -0.139
H 1.70 -7.00 -4.94 0.075
H 0.36 -7.25 -6.06 0.078
H 2.03 -7.53 -6.60 0.076
H 1.24 -5.41 -7.23 0.076
C -8.93 2.86 6.45 -0.157
O -8.04 1.76 6.41 -0.131
H -8.82 3.40 5.51 0.077
H -9.97 2.54 6.54 0.075
H -8.70 3.55 7.27 0.076
H -8.12 1.27 7.23 0.078
C -7.11 0.00 -3.55 -0.163
O -7.02 1.36 -3.94 -0.129
H -6.80 -0.05 -2.50 0.074
H -8.13 -0.38 -3.62 0.075
H -6.44 -0.64 -4.13 0.076
H -7.28 1.43 -4.86 0.075
```

LUMO energy (Ha): 0.01968
HOMO-LUMO gap (Ha): 0.33824
E_HOMO (eV): -8.67
Maximum force (eV/A): 0.51

***

Entry 3:
The following is a quantum chemistry calculation of a structure of composition C17H7Cl5CoF3IN5O2S, from the OMol25 dataset.

Geometry as XYZ:
```
42
Properties=species:S:1:pos:R:3:lowdin_charge:R:1
Co -0.04 0.31 -0.54 0.215
F -2.59 -3.82 3.26 0.144
C -2.20 -3.29 2.08 -0.597
F -1.40 -4.19 1.49 0.138
F -3.29 -3.17 1.32 0.151
C -1.50 -1.98 2.27 -0.094
C -1.31 -1.43 3.53 0.024
C -0.65 -0.21 3.66 -0.025
C -0.21 0.44 2.52 -0.076
N -0.40 -0.10 1.32 -0.044
C -1.02 -1.28 1.17 -0.557
S -1.06 -1.64 -0.53 0.866
H -1.67 -1.95 4.40 0.129
H -0.49 0.24 4.63 0.112
H 0.30 1.39 2.55 0.103
Cl -3.60 0.16 -1.68 0.696
C -2.81 1.56 -1.06 -0.658
C -1.49 1.52 -0.63 -0.238
C -0.93 2.72 -0.24 -0.607
Cl 0.79 2.60 0.13 0.819
C -1.59 3.93 -0.19 -0.704
Cl -0.78 5.35 0.34 0.708
C -2.93 3.94 -0.57 -0.701
Cl -3.82 5.41 -0.51 0.695
C -3.53 2.76 -1.03 -0.691
Cl -5.16 2.81 -1.54 0.693
O 0.21 0.40 -2.41 -0.256
N 1.17 1.22 -2.76 0.023
C 2.13 0.64 -3.42 -0.303
C 2.20 -0.78 -3.60 -0.170
N 2.27 -1.92 -3.67 0.186
C 3.21 1.45 -3.92 -0.173
N 4.10 2.06 -4.31 0.164
N 2.07 -2.57 -0.34 0.203
C 2.58 -1.34 -0.31 -0.636
O 1.89 -0.31 -0.30 -0.067
C 4.07 -1.20 -0.31 -0.559
I 4.85 -1.63 1.63 0.817
H 1.06 -2.68 -0.44 0.034
H 2.67 -3.37 -0.43 0.122
H 4.34 -0.18 -0.54 0.057
H 4.55 -1.89 -1.01 0.057
```

LUMO energy (alpha / beta) (Ha): -0.04133 / -0.04136
HOMO-LUMO gap (alpha / beta) (Ha): 0.29472 / 0.29470
E_HOMO (alpha / beta) (eV): -9.14 / -9.14
Maximum force (eV/A): 0.72

***

Calculated electronic energy (Eh), listed in the same order as above: -2723.74747; -2706.85073; -5755.47354
Calculated molecular weight (g/mol), listed in the same order as above: 742.8; 604.2; 765.4
Calculated relative energy (zero: lowest compared OMol25 entry of this formula, charge and spin) (kJ/mol), listed in the same order as above: 421.3; 0.0; 0.0